Record 1
Entry from the OMol25 dataset: a 4-piece molecular cluster, C3H11O5 overall (ωB97M-V/def2-TZVPD).

Geometry as XYZ:
```
19
Properties=species:S:1:pos:R:3
O -1.11 -0.20 -2.56
C -0.90 -0.19 -1.33
O -1.48 0.50 -0.46
C 0.26 -1.10 -0.85
C -0.18 -2.10 0.22
H 0.72 -1.55 -1.72
H 1.01 -0.45 -0.42
H -0.45 -3.05 -0.25
H 0.61 -2.37 0.91
H -1.09 -1.81 0.75
H -1.26 0.59 1.20
H -1.71 1.26 2.53
O -1.19 0.52 2.20
H 0.36 1.52 2.29
H 1.22 2.74 1.78
O 0.92 2.28 2.57
H 1.28 0.43 -2.63
H 1.20 1.81 -1.92
O 1.81 1.18 -2.31
```

Properties
Highest occupied orbital energy: -4.914 eV
Total charge: -1
Total energy: -13529.5054 eV
Energy above the lowest of the compared OMol25 structures with the same formula, charge and spin: 15.0 kJ/mol

Atom charges from the Mulliken analysis, given in e for atoms 1 to 4:
1 O -0.745
2 C 0.371
3 O -0.806
4 C -0.109

=====

Record 2
Entry from the OMol25 dataset: C32H32FInN10O3S2 as an isolated structure (ωB97M-V/def2-TZVPD).

Geometry as XYZ:
```
81
Properties=species:S:1:pos:R:3
In -0.25 -0.94 -0.88
S -2.20 -0.16 -2.21
C -3.05 -0.68 -0.80
N -2.37 -1.03 0.26
C -3.20 -1.45 1.29
C -2.80 -1.87 2.56
C -3.76 -2.26 3.47
C -5.12 -2.23 3.13
C -5.53 -1.80 1.88
C -4.56 -1.41 0.97
S -4.76 -0.82 -0.66
H -1.75 -1.84 2.84
H -3.47 -2.57 4.46
H -5.86 -2.54 3.86
H -6.58 -1.77 1.63
N 0.50 -3.61 2.43
C 1.16 -2.56 3.03
C 1.10 -1.52 2.14
N 0.41 -1.93 1.04
C 0.06 -3.18 1.23
C -0.70 -3.85 0.19
N -0.78 -3.24 -0.98
C -1.62 -3.99 -1.76
C -2.04 -5.07 -1.04
N -1.44 -4.97 0.19
H 0.38 -4.53 2.82
H 1.60 -2.64 4.00
H 1.49 -0.52 2.22
H -1.87 -3.70 -2.76
H -2.69 -5.90 -1.29
H -1.61 -5.59 0.97
C 5.76 4.97 -1.47
C 5.01 4.65 -0.20
N 4.62 3.24 -0.11
C 3.36 2.89 -0.47
C 2.88 1.62 -0.45
C 1.48 1.34 -0.89
O 1.12 1.69 -2.02
O 0.74 0.70 -0.06
C 3.73 0.51 -0.08
O 3.39 -0.67 -0.10
C 5.11 0.92 0.28
C 6.01 -0.08 0.65
C 7.29 0.25 0.98
F 8.19 -0.72 1.28
C 7.73 1.59 0.98
C 6.84 2.58 0.62
C 5.52 2.26 0.25
N 9.06 1.89 1.33
C 9.88 2.78 0.55
C 11.11 2.03 0.03
N 11.83 1.41 1.20
C 10.94 0.51 2.02
C 9.73 1.31 2.46
H 6.02 6.03 -1.50
H 5.16 4.75 -2.35
H 6.69 4.40 -1.56
H 4.09 5.23 -0.15
H 5.57 4.91 0.70
H 2.73 3.71 -0.78
H 5.68 -1.11 0.64
H 7.17 3.60 0.65
H 10.20 3.66 1.13
H 9.32 3.15 -0.31
H 11.82 2.69 -0.48
H 10.82 1.21 -0.62
H 12.19 2.16 1.80
H 12.64 0.89 0.87
H 11.54 0.14 2.85
H 10.66 -0.32 1.37
H 10.05 2.09 3.16
H 9.05 0.66 3.01
N 1.22 -0.47 -3.62
C 1.83 -1.03 -4.67
C 2.03 -2.36 -4.38
C 1.51 -2.53 -3.10
N 1.03 -1.37 -2.65
H 1.05 0.51 -3.40
H 2.07 -0.43 -5.54
H 2.49 -3.11 -5.01
H 1.45 -3.42 -2.50
```

Properties
Highest occupied orbital energy: -11.619 eV
Total charge: +2
Total energy: -84300.1025 eV
Energy above the lowest of the compared OMol25 structures with the same formula, charge and spin: 17.3 kJ/mol

Atom charges from the Mulliken analysis, given in e for atoms 1 to 4:
1 In 2.129
2 S -0.332
3 C 0.368
4 N -0.239

=====

Record 3
Entry from the OMol25 dataset: C16H22BF4N8PtSSe as an isolated structure (ωB97M-V/def2-TZVPD).

Geometry as XYZ:
```
54
Properties=species:S:1:pos:R:3
Pt -0.46 -0.40 0.02
C 1.24 0.37 5.31
C 1.91 0.21 4.00
N 3.19 0.06 3.82
N 3.37 -0.08 2.50
C 2.20 -0.04 1.83
S 2.02 -0.25 0.18
N 1.26 0.16 2.79
N -0.10 0.27 2.56
H 1.99 0.44 6.08
H 0.60 -0.48 5.52
H 0.63 1.28 5.32
H 4.30 -0.15 2.11
H -0.62 0.03 3.39
H -0.34 1.22 2.26
C -2.12 -1.47 -2.97
N -2.35 -0.06 -3.12
C -2.48 0.83 -2.13
Se -2.68 0.46 -0.32
N -2.61 2.06 -2.65
C -2.54 1.98 -4.02
C -2.62 2.93 -5.03
C -2.58 2.48 -6.33
C -2.46 1.12 -6.63
C -2.36 0.16 -5.64
C -2.39 0.61 -4.33
H -1.67 -1.65 -1.98
H -1.43 -1.82 -3.74
H -3.06 -2.03 -3.05
H -2.60 2.90 -2.09
H -2.72 3.98 -4.79
H -2.64 3.18 -7.15
H -2.45 0.80 -7.66
H -2.28 -0.89 -5.88
F -1.64 3.13 -0.26
B -0.25 2.98 -0.23
F 0.14 2.60 1.05
F 0.39 4.07 -0.67
F 0.01 1.85 -1.07
C 1.94 -5.51 0.04
C 0.77 -4.60 0.16
C -0.53 -4.85 0.55
C -1.19 -3.62 0.51
N -0.33 -2.68 0.12
N 0.85 -3.28 -0.08
C -2.60 -3.33 0.84
H 1.58 -6.53 -0.09
H 2.55 -5.46 0.94
H 2.56 -5.24 -0.81
H -0.95 -5.80 0.82
H 1.65 -2.75 -0.39
H -3.26 -3.97 0.26
H -2.83 -2.28 0.63
H -2.79 -3.53 1.89
```

Properties
Highest occupied orbital energy (alpha / beta): -10.876 / -10.876 eV
Total charge: +1
Total energy: -119845.2396 eV
Energy above the lowest of the compared OMol25 structures with the same formula, charge and spin: 276.8 kJ/mol

Atom charges from the Mulliken analysis, given in e for atoms 1 to 4:
1 Pt 0.896
2 C -1.376
3 C 1.061
4 N -0.767

=====

Record 4
Entry from the OMol25 dataset: C37H47AlF9IN3O13S2 as an isolated structure (ωB97M-V/def2-TZVPD).

Geometry as XYZ:
```
113
Properties=species:S:1:pos:R:3
C 5.16 -1.06 2.30
C 3.68 -1.10 1.84
C 2.87 0.22 1.86
I 4.34 1.87 1.61
C 1.80 0.41 0.67
C 0.71 1.46 1.05
C 1.00 2.53 2.13
C 1.19 3.95 1.53
C -0.13 4.49 0.90
N 0.05 4.54 -0.57
C -1.14 4.63 -1.29
C -1.05 5.43 -2.60
O -2.13 4.11 -0.97
O 2.65 0.83 -0.37
Al 3.10 -0.43 -1.59
C 2.86 0.01 -3.57
O 3.42 -1.11 -4.32
O 4.35 -0.57 -5.22
S 5.12 -1.48 -1.54
C 6.47 -0.28 -1.26
C 7.14 0.02 -2.60
O 7.90 -0.76 -3.01
O 6.92 1.19 -3.32
C 7.93 2.16 -2.97
C 7.49 2.85 -1.65
C 5.98 3.17 -1.71
O 8.23 4.07 -1.41
C 8.80 4.01 -0.17
O 9.96 4.03 -0.04
C 7.92 3.97 1.08
S 7.47 5.67 1.59
O 1.84 -1.52 -0.85
C 1.04 -0.90 0.15
C 0.89 -2.10 1.20
C 1.57 -3.42 0.77
C -0.33 -0.82 -0.61
F -0.46 -2.01 -1.24
F -1.42 -0.79 0.20
C -0.60 0.27 -1.69
F 0.46 0.96 -2.11
F -1.40 1.20 -1.13
C -1.35 -0.19 -2.98
F -0.66 -1.03 -3.71
F -1.43 0.92 -3.74
C -2.81 -0.68 -2.83
F -3.25 -0.87 -4.08
F -3.63 0.19 -2.29
F -2.95 -1.83 -2.21
H 5.41 -2.11 2.56
H 5.86 -0.79 1.51
H 5.31 -0.51 3.23
H 3.20 -1.78 2.56
H 3.67 -1.62 0.89
H 2.40 0.33 2.85
H 0.52 2.02 0.13
H -0.19 0.93 1.37
H 0.09 2.65 2.74
H 1.81 2.38 2.83
H 2.04 4.01 0.84
H 1.37 4.59 2.40
H -0.97 3.86 1.18
H -0.37 5.49 1.31
H 0.65 5.33 -0.76
H -1.07 4.72 -3.44
H -1.93 6.07 -2.64
H -0.11 5.99 -2.68
H 3.45 0.89 -3.82
H 1.81 0.07 -3.88
H 5.17 -0.56 -4.71
H 6.13 0.61 -0.71
H 7.23 -0.77 -0.65
H 7.99 2.88 -3.79
H 8.89 1.65 -2.87
H 7.76 2.15 -0.85
H 5.34 2.43 -1.24
H 5.84 4.10 -1.15
H 5.66 3.27 -2.75
H 7.03 3.34 0.93
H 8.48 3.50 1.89
H 6.13 5.57 1.77
H -0.16 -2.38 1.38
H 1.28 -1.80 2.18
H 1.12 -3.85 -0.12
H 2.66 -3.38 0.73
H 1.33 -4.14 1.58
C -6.82 -4.24 -0.59
C -5.55 -3.86 -1.02
C -4.52 -3.75 -0.10
C -4.76 -4.02 1.23
C -6.02 -4.39 1.67
C -7.05 -4.50 0.76
N -3.66 -3.93 2.20
O -2.57 -3.58 1.79
O -3.91 -4.20 3.37
H -7.63 -4.33 -1.30
H -5.37 -3.66 -2.06
H -3.53 -3.46 -0.44
H -6.21 -4.60 2.72
H -8.04 -4.79 1.08
C -12.12 -1.90 4.18
C -11.55 -1.45 3.00
C -11.08 -2.36 2.07
C -11.19 -3.71 2.33
C -11.76 -4.18 3.51
C -12.22 -3.26 4.43
N -10.71 -4.68 1.33
O -10.20 -4.24 0.32
O -10.85 -5.87 1.58
H -12.50 -1.19 4.91
H -11.47 -0.39 2.80
H -10.63 -2.01 1.15
H -11.84 -5.24 3.71
H -12.67 -3.61 5.36
```

Properties
Highest occupied orbital energy: -5.561 eV
Total charge: -1
Total energy: -131040.7327 eV

Atom charges from the Mulliken analysis, given in e for atoms 1 to 4:
1 C -1.830
2 C 0.674
3 C -0.956
4 I 0.078

=====

Record 5
Entry from the OMol25 dataset: a 2-piece molecular cluster, CH4NO2 overall (ωB97M-V/def2-TZVPD).

Geometry as XYZ:
```
8
Properties=species:S:1:pos:R:3
C 0.95 0.31 -0.14
N -2.54 0.40 0.00
O -0.11 -0.68 -0.31
O -1.87 -0.36 0.37
H 0.61 1.24 0.13
H 1.40 0.49 -1.03
H 1.60 0.08 0.67
H -0.04 -1.49 0.32
```

Properties
Highest occupied orbital energy (alpha / beta): -16.415 / -16.414 eV
Total charge: +1
Total energy: -6674.6244 eV
Energy above the lowest of the compared OMol25 structures with the same formula, charge and spin: 508.4 kJ/mol

Atom charges from the Mulliken analysis, given in e for atoms 1 to 4:
1 C -0.601
2 N 0.524
3 O -0.496
4 O 0.224

=====

Record 6
Entry from the OMol25 dataset: a 2-piece molecular cluster, C4H8NO overall (ωB97M-V/def2-TZVPD).

Geometry as XYZ:
```
14
Properties=species:S:1:pos:R:3
C -0.05 -0.31 -1.38
C 0.19 -1.70 -0.95
C -0.82 0.56 -2.22
C 0.60 0.90 3.31
N 0.26 -0.43 -0.14
O -0.13 0.60 2.39
H -0.56 -2.39 -0.76
H 1.24 -2.10 -1.24
H -0.41 1.59 -2.28
H -1.78 0.52 -1.63
H -0.76 0.10 -3.20
H 0.43 0.86 4.45
H 1.46 1.54 3.05
H 0.34 0.27 0.62
```

Properties
Highest occupied orbital energy: -14.285 eV
Total charge: +1
Total energy: -7804.8768 eV
Energy above the lowest of the compared OMol25 structures with the same formula, charge and spin: 311.3 kJ/mol

Atom charges from the Mulliken analysis, given in e for atoms 1 to 4:
1 C 0.383
2 C -0.308
3 C -0.793
4 C 0.001

=====

> The highest total charge belongs to which entry?

C32H32FInN10O3S2

=====

> Among the records above, which one has the highest total charge?

C32H32FInN10O3S2